[1]
Entry from the OMol25 dataset: a molecular structure, C49H71ClN7O2SV in a non-equilibrium geometry (wB97M-V/def2-TZVPD).

E_HOMO (spin up / spin down) ... -3.4146 / -3.7277 eV
Strongest force on any atom ... 3.5 eV/A
E ... -4246.0083 Ha
⟨S²⟩ ... 3.774
Gap between HOMO and LUMO (spin up / spin down) ... 5.66 / 5.73 eV
Net charge ... -1
Lowest unoccupied orbital energy (spin up / spin down) ... 2.2455 / 2.0020 eV
Relative energy (zero: lowest compared OMol25 entry of this formula, charge and spin) ... 48.1 kJ/mol
Multiplicity ... 4

Atoms and positions in Å:
V1 -1.3075 -1.2173 -0.5817
C1 -4.1435 -0.3882 3.3028
N1 -3.1354 -1.3186 3.7730
C2 -3.6966 -2.6536 3.8638
C3 -1.9412 -1.3165 2.9274
C4 -0.8972 -0.2631 3.3264
N2 -0.4895 0.5658 2.2029
C5 -1.4629 1.6136 1.9405
C6 -1.2778 2.2543 0.5955
C7 -0.6005 3.4429 0.4300
C8 -0.4736 4.0263 -0.8254
C9 -1.2997 3.5253 -1.8232
C10 -2.0795 2.3879 -1.6711
C11 -1.8659 1.5947 -0.5120
O1 -2.1915 0.3483 -0.3944
C12 -3.2141 2.1623 -2.6610
C13 -4.1290 3.3982 -2.5638
C14 -2.6850 1.9849 -4.0863
C15 -4.0795 0.9555 -2.3090
C16 0.4712 5.1826 -1.1062
C17 1.3426 4.8222 -2.3173
C18 1.4137 5.4496 0.0716
C19 -0.3296 6.4579 -1.4001
C20 0.7970 1.1837 2.4546
C21 2.0388 0.3503 2.2378
C22 3.2077 1.0606 2.4164
C23 4.4604 0.5050 2.2086
C24 4.4724 -0.8718 1.9938
C25 3.3349 -1.6464 1.8843
C26 2.0373 -1.0131 1.7862
O2 1.0022 -1.5752 1.3175
C27 3.5328 -3.1555 1.7910
C28 2.2475 -3.9378 2.0524
C29 4.0475 -3.4940 0.3878
C30 4.5450 -3.6294 2.8483
C31 5.7372 1.3281 2.1370
C32 5.5234 2.7938 2.5297
C33 6.8242 0.7561 3.0561
C34 6.2441 1.2982 0.6867
H1 -5.0326 -0.4772 3.9313
H2 -4.4236 -0.5840 2.2542
H3 -3.7684 0.6325 3.3798
H4 -4.5953 -2.6211 4.4821
H5 -2.9757 -3.3177 4.3423
H6 -3.9601 -3.0616 2.8766
H7 -2.1922 -1.1522 1.8642
H8 -1.4740 -2.3001 3.0033
H9 -0.0019 -0.7768 3.6798
H10 -1.2971 0.3496 4.1586
H11 -1.4266 2.3912 2.7320
H12 -2.4525 1.1565 1.9502
H13 -0.1587 3.9103 1.2970
H14 -1.3550 4.0492 -2.7677
H15 -3.6181 4.3098 -2.8592
H16 -4.4592 3.5217 -1.5335
H17 -5.0056 3.2710 -3.1968
H18 -2.1112 2.8485 -4.4126
H19 -3.5150 1.8416 -4.7759
H20 -2.0388 1.1117 -4.1195
H21 -4.4392 1.0193 -1.2838
H22 -3.5163 0.0372 -2.4174
H23 -4.9395 0.9156 -2.9773
H24 1.8843 3.9017 -2.1144
H25 2.0609 5.6167 -2.5143
H26 0.7424 4.6714 -3.2099
H27 1.9439 4.5394 0.3429
H28 0.8728 5.8178 0.9408
H29 2.1482 6.2024 -0.2113
H30 -0.9903 6.3109 -2.2507
H31 0.3394 7.2879 -1.6235
H32 -0.9380 6.7253 -0.5381
H33 0.8274 1.5901 3.4916
H34 0.8884 2.0431 1.7835
H35 3.1108 2.0962 2.7137
H36 5.4302 -1.3643 1.9013
H37 1.4689 -3.6110 1.3762
H38 1.8998 -3.7660 3.0688
H39 2.4263 -5.0048 1.9169
H40 4.2253 -4.5642 0.2867
H41 4.9760 -2.9649 0.1820
H42 3.3119 -3.1872 -0.3519
H43 4.2485 -3.2662 3.8306
H44 5.5524 -3.2777 2.6467
H45 4.5665 -4.7186 2.8712
H46 5.2098 2.8758 3.5680
H47 4.7744 3.2649 1.8989
H48 6.4581 3.3413 2.4086
H49 6.4698 0.7227 4.0838
H50 7.7176 1.3798 3.0151
H51 7.0993 -0.2517 2.7594
H52 5.4839 1.6945 0.0174
H53 6.4636 0.2799 0.3769
H54 7.1481 1.8997 0.5881
C35 -6.9157 -2.0440 -1.1071
C36 -6.1354 -3.3520 -1.2623
N3 -4.9863 -3.2472 -2.1266
C37 -3.8375 -2.6201 -1.7140
S1 -3.5937 -2.3391 -0.0489
N4 -2.9961 -2.3069 -2.6638
N5 -1.8870 -1.6417 -2.3327
C38 -1.1127 -1.2345 -3.3345
C39 -1.4330 -1.6262 -4.7477
C40 -0.0002 -0.4713 -2.9173
C41 0.9829 0.1086 -3.7406
C42 1.9986 0.8341 -3.1661
C43 2.0192 0.9967 -1.7751
C44 1.0328 0.3942 -1.0235
N6 0.0639 -0.3346 -1.5565
H55 -7.6829 -2.1557 -0.3429
H56 -6.2329 -1.2582 -0.7932
H57 -7.3883 -1.7501 -2.0433
H58 -5.7670 -3.6496 -0.2786
H59 -6.7840 -4.1416 -1.6542
H60 -5.1670 -3.1392 -3.1160
H61 -0.9164 -1.0057 -5.4749
H62 -1.1597 -2.6711 -4.9083
H63 -2.5075 -1.5385 -4.8958
H64 0.9310 -0.0280 -4.8110
H65 2.7706 1.2786 -3.7744
H66 2.7925 1.5709 -1.2902
H67 1.0230 0.4572 0.0517
Cl1 2.0540 -5.0594 -2.8955
C45 0.9281 -4.6542 -1.6430
C46 0.5120 -5.6227 -0.7400
C47 -0.3841 -5.1952 0.2408
C48 -0.8045 -3.8850 0.2649
N7 -0.4238 -2.9575 -0.6290
C49 0.4670 -3.3581 -1.5570
H68 0.8885 -6.6306 -0.7827
H69 -0.7398 -5.8881 0.9860
H70 -1.4921 -3.5435 1.0273
H71 0.8329 -2.6230 -2.2615

Mulliken atomic charge list, values in e, 8 entries:
1. V -0.727
2. C -0.806
3. N -0.133
4. C -0.871
5. C 0.658
6. C -1.898
7. N 1.783
8. C -0.514

=====

[2]
Entry from the OMol25 dataset: a molecular structure, C49H76F18N10O14S6 in a non-equilibrium geometry (wB97M-V/def2-TZVPD).

E_HOMO (spin up / spin down) ... -10.2662 / -13.5500 eV
Strongest force on any atom ... 7.4 eV/A
E ... -7699.0553 Ha
⟨S²⟩ ... 0.768
Gap between HOMO and LUMO (spin up / spin down) ... 2.88 / 6.16 eV
Net charge ... +3
Lowest unoccupied orbital energy (spin up / spin down) ... -7.3863 / -7.3863 eV
Multiplicity ... 2

Atoms and positions in Å:
C1 4.4586 16.2479 11.0313
C2 5.8098 15.5891 11.2964
C3 6.4722 16.0172 12.5856
N1 7.9621 15.4976 12.8252
C4 8.3163 16.1928 14.1557
C5 9.8051 16.1538 14.4856
C6 10.7010 16.7042 13.4037
C7 10.4937 15.8765 12.2108
C8 8.9678 15.8553 11.6850
C9 7.8507 13.9619 13.0394
H1 3.5832 16.0352 11.6448
H2 4.2087 15.8097 10.0651
H3 4.5847 17.2898 10.7368
H4 6.4719 15.7041 10.4382
H5 5.7277 14.5030 11.2544
H6 5.8697 15.8332 13.4751
H7 6.5620 17.1034 12.5926
H8 8.0915 17.2579 14.2115
H9 7.7868 15.6811 14.9593
H10 9.8853 16.8352 15.3326
H11 10.0658 15.1380 14.7826
H12 10.5463 17.7831 13.3893
H13 11.7765 16.5872 13.5365
H14 11.1554 16.1024 11.3746
H15 10.7800 14.8432 12.4069
H16 8.6507 16.8059 11.2562
H17 8.9561 14.9806 11.0348
H18 7.0700 13.9149 13.7986
H19 8.8564 13.6526 13.3239
H20 7.4711 13.5238 12.1164
C10 9.5955 5.4494 7.5665
N2 8.2562 6.0387 7.7526
C11 7.5177 5.6189 8.8067
C12 6.2313 6.2143 9.0466
C13 5.6823 7.1026 8.1236
C14 6.5948 7.5941 7.1379
C15 7.8306 7.0357 6.9534
C16 4.2915 7.6041 8.3640
C17 3.3673 7.7497 7.2946
C18 2.1248 8.4027 7.4913
N3 1.7879 8.8691 8.7570
C19 2.6892 8.7439 9.7697
C20 3.9420 8.1567 9.6052
C21 0.5047 9.5020 9.0779
H21 9.5925 4.8207 6.6761
H22 9.8318 4.8685 8.4580
H23 10.2065 6.3276 7.3578
H24 7.9059 4.7910 9.3815
H25 5.6875 5.8399 9.9013
H26 6.3036 8.3956 6.4751
H27 8.5854 7.4301 6.2893
H28 3.4598 7.2253 6.3550
H29 1.3498 8.5876 6.7623
H30 2.2164 9.0322 10.6969
H31 4.6255 8.0418 10.4334
H32 -0.0562 8.6894 9.5396
H33 0.0180 9.8189 8.1556
H34 0.7181 10.2660 9.8255
C22 17.2633 15.7865 8.5241
N4 16.0551 15.2739 7.8434
C23 15.1774 16.1543 7.2615
C24 14.0835 15.7229 6.5019
C25 13.8403 14.4025 6.3189
C26 14.6059 13.4386 7.0168
C27 15.7376 13.9503 7.7551
C28 12.5040 14.0428 5.6168
C29 11.3366 14.3478 6.3532
C30 10.0999 13.9344 5.9389
N5 10.0117 13.3529 4.7338
C31 11.1346 13.0369 4.0077
C32 12.3989 13.3810 4.4189
C33 8.7935 12.7462 4.3824
H35 17.1696 15.6872 9.6055
H36 17.4468 16.8471 8.3518
H37 18.0689 15.0881 8.2979
H38 15.2988 17.2228 7.3613
H39 13.4862 16.5172 6.0791
H40 14.2542 12.4232 7.1247
H41 16.3837 13.2949 8.3201
H42 11.3884 14.9699 7.2345
H43 9.1665 14.1021 6.4557
H44 11.0028 12.3234 3.2077
H45 13.2390 12.9279 3.9136
H46 7.9570 13.1916 4.9210
H47 8.7389 11.7494 4.8201
H48 8.5660 12.9176 3.3302
C34 13.3366 9.7289 11.0417
N6 13.0907 8.3879 10.4326
C35 12.1827 8.5700 9.2316
C36 14.3929 7.7854 9.9502
C37 12.3522 7.5355 11.5350
C38 11.9064 6.1286 11.0899
O1 10.8216 6.2056 10.2551
H49 13.6131 9.5696 12.0839
H50 12.4517 10.3649 11.0161
H51 14.2677 10.0877 10.6030
H52 12.6649 9.3744 8.6761
H53 11.2047 8.8116 9.6477
H54 11.9562 7.6756 8.6511
H55 14.3057 6.8224 9.4472
H56 14.9275 7.7591 10.8997
H57 14.7322 8.5852 9.2918
H58 11.7082 8.2570 12.0378
H59 13.2022 7.4985 12.2163
H60 11.6749 5.5678 11.9954
H61 12.7428 5.6098 10.6216
H62 10.1044 5.6820 10.6198
C39 3.5570 16.3507 4.2773
N7 3.4269 17.1714 2.9880
C40 2.1584 18.0718 3.1889
C41 4.6763 18.0777 2.9986
C42 3.3819 16.2365 1.7000
C43 2.2373 15.2758 1.6257
O2 1.0936 16.0667 1.5265
H63 3.7939 16.8860 5.1968
H64 4.3201 15.5741 4.2247
H65 2.5650 15.9727 4.5244
H66 2.3890 18.9469 3.7965
H67 1.3590 17.5463 3.7113
H68 1.9578 18.3968 2.1680
H69 4.6196 18.8174 2.2000
H70 5.4762 17.5497 2.4796
H71 4.8549 18.6280 3.9224
H72 4.3675 15.7883 1.5747
H73 3.3411 16.9674 0.8924
H74 2.3893 14.5901 2.4592
H75 2.2254 14.6748 0.7163
H76 0.2937 15.5359 1.5296
C44 7.5559 11.7656 -1.1546
F1 8.1676 10.6747 -1.0583
F2 8.1147 12.4262 -2.1153
F3 6.3135 11.4958 -1.4989
S1 7.6521 12.6981 0.5205
O3 9.0497 12.8357 0.9078
O4 7.1413 14.0177 0.2677
N8 6.7876 11.7202 1.5437
S2 5.4268 12.3196 1.9192
O5 5.6136 13.4621 2.8710
O6 4.5830 12.5777 0.7752
C45 4.5451 10.8265 2.8484
F4 3.2622 10.9460 2.8789
F5 4.7057 9.7126 2.1909
F6 5.2189 10.6180 3.9930
C46 9.5475 11.8929 8.9418
F7 10.6606 11.7346 8.2449
F8 9.8518 11.5022 10.1975
F9 9.1633 13.1167 8.9378
S3 8.1758 10.7569 8.1129
O7 8.8097 9.7925 7.1598
O8 7.4679 10.0333 9.1773
N9 7.3389 11.9318 7.1804
S4 5.9570 11.8886 7.6756
O9 5.2361 10.8089 7.0543
O10 5.9773 12.0103 9.1531
C47 5.1694 13.5778 6.9200
F10 5.2949 14.6533 7.7656
F11 5.7296 13.8414 5.7709
F12 3.8574 13.3509 6.6889
C48 12.7479 13.4113 10.0316
F13 12.7516 14.4336 9.1861
F14 11.5217 13.3719 10.5071
F15 13.1132 12.3231 9.3751
S5 14.1227 13.8390 11.4593
O11 15.4342 13.9492 10.8100
O12 13.6468 15.0619 12.0255
N10 14.1386 12.3922 12.3810
S6 13.2536 12.7055 13.5367
O13 13.9071 13.6702 14.3455
O14 11.8146 12.8815 13.2188
C49 13.2644 11.0632 14.5767
F16 12.3373 10.2587 14.0913
F17 14.4575 10.4842 14.4569
F18 12.8247 11.2038 15.8557

Mulliken atomic charge list, values in e, 8 entries:
1. C -1.443
2. C -0.076
3. C -0.748
4. N 0.315
5. C -0.648
6. C -0.620
7. C -1.194
8. C 0.357

=====

[3]
Entry from the OMol25 dataset: a molecular structure, C49H81BCrN10O4S3Si4Te in a non-equilibrium geometry (wB97M-V/def2-TZVPD).

E_HOMO (spin up / spin down) ... -6.2284 / -6.1943 eV
Strongest force on any atom ... 1.1 eV/A
E ... -6454.3303 Ha
⟨S²⟩ ... 6.063
Gap between HOMO and LUMO (spin up / spin down) ... 5.40 / 4.54 eV
Lowest unoccupied orbital energy (spin up / spin down) ... -0.8298 / -1.6571 eV
Relative energy (zero: lowest compared OMol25 entry of this formula, charge and spin) ... 182.7 kJ/mol
Multiplicity ... 5

Atoms and positions in Å:
Cr1 -0.4234 0.1798 0.1366
C1 -0.5378 -0.6835 5.4406
C2 0.6387 -0.1110 4.7230
C3 1.8152 0.1677 5.3301
C4 2.8943 0.7331 4.5901
N1 2.8034 0.9354 3.3147
N2 1.6489 0.6218 2.6949
B1 1.6493 0.9440 1.1967
N3 1.7037 2.4469 0.9183
N4 2.9825 2.8796 0.9733
C5 3.2148 4.1510 0.8941
C6 2.1408 5.0860 0.8293
C7 0.8626 4.6570 0.7010
C8 -0.2958 5.5864 0.5530
C9 0.6394 3.2324 0.6587
S1 -0.8517 2.5965 0.2025
C10 4.6650 4.6059 0.8757
C11 5.6100 3.4094 0.7681
C12 4.9601 5.3893 2.1603
C13 4.8828 5.5134 -0.3436
N5 2.6321 0.1336 0.3921
N6 3.4270 -0.6846 1.0966
C14 4.2877 -1.4158 0.4620
C15 4.4556 -1.2882 -0.9445
C16 3.6461 -0.4753 -1.6688
C17 3.7783 -0.3005 -3.1491
C18 2.5916 0.1838 -0.9570
S2 1.2805 0.9350 -1.7147
C19 5.1048 -2.4144 1.2624
C20 4.7337 -2.3296 2.7408
C21 6.5977 -2.1148 1.0840
C22 4.7761 -3.8212 0.7405
C23 0.5475 0.1764 3.3149
S3 -0.9272 0.0209 2.5052
C24 4.1759 1.1466 5.2953
C25 3.8354 2.2229 6.3367
C26 5.1747 1.7276 4.2976
C27 4.7949 -0.0644 6.0046
H1 -0.3189 -0.8005 6.5003
H2 -0.8005 -1.6535 5.0147
H3 -1.4121 -0.0427 5.3195
H4 1.9390 -0.0186 6.3889
H5 2.3566 6.1465 0.8462
H6 0.0254 6.6219 0.6465
H7 -1.0597 5.3710 1.3015
H8 -0.7707 5.4420 -0.4189
H9 5.4564 2.6947 1.5742
H10 6.6421 3.7628 0.7989
H11 5.4570 2.8773 -0.1724
H12 4.7930 4.7688 3.0427
H13 4.3335 6.2792 2.2456
H14 6.0016 5.7148 2.1655
H15 4.6662 4.9791 -1.2700
H16 5.9240 5.8387 -0.3736
H17 4.2598 6.4080 -0.3122
H18 5.2310 -1.8623 -1.4365
H19 4.4126 -1.0764 -3.5759
H20 4.2208 0.6719 -3.3759
H21 2.7991 -0.3169 -3.6283
H22 4.9560 -1.3360 3.1340
H23 5.3152 -3.0647 3.3012
H24 3.6706 -2.5264 2.8781
H25 6.8321 -1.0912 1.3848
H26 6.9263 -2.2525 0.0520
H27 7.1847 -2.7927 1.7060
H28 3.7151 -4.0304 0.8837
H29 5.3573 -4.5601 1.2962
H30 5.0254 -3.9321 -0.3176
H31 3.3557 3.0831 5.8663
H32 4.7524 2.5668 6.8190
H33 3.1733 1.8469 7.1182
H34 4.8174 2.6846 3.9124
H35 5.3286 1.0642 3.4467
H36 6.1323 1.8955 4.7941
H37 4.1224 -0.4868 6.7529
H38 5.7059 0.2449 6.5200
H39 5.0523 -0.8537 5.2985
O1 1.5934 -3.1128 1.5530
C28 0.7639 -2.7978 0.7099
O2 0.5386 -1.5781 0.3568
C29 -0.0161 -3.8760 -0.0023
C30 0.5648 -5.1283 -0.1460
C31 -0.0647 -6.1529 -0.8580
C32 -1.2900 -5.8579 -1.4003
O3 -2.1041 -6.6677 -2.1467
C33 -3.2200 -5.8560 -2.5265
O4 -3.1049 -4.6071 -1.8583
C34 -1.8856 -4.6200 -1.2282
C35 -1.2851 -3.6049 -0.5333
H40 1.5312 -5.2999 0.3112
H41 0.3900 -7.1249 -0.9893
H42 -4.1424 -6.3508 -2.2181
H43 -3.1966 -5.6949 -3.6091
H44 -1.7386 -2.6270 -0.4395
C36 -5.0946 -1.6001 -3.6907
Si1 -6.0790 -0.3199 -2.7389
C37 -7.9202 -0.7303 -2.8457
C38 -5.7867 1.3882 -3.4777
Si2 -5.4774 -0.3028 -0.4777
Te1 -3.0570 0.0722 -0.1052
Si3 -6.1857 -2.2350 0.6504
C39 -6.0300 -3.7525 -0.4512
C40 -8.0070 -2.0349 1.1126
C41 -5.1789 -2.4840 2.2241
Si4 -6.3795 1.5817 0.6011
C42 -6.1247 1.3935 2.4600
C43 -5.5458 3.1717 0.0339
C44 -8.2294 1.7363 0.2378
H45 -5.3668 -1.5728 -4.7502
H46 -5.2851 -2.6084 -3.3171
H47 -4.0239 -1.4194 -3.6004
H48 -8.2576 -0.6508 -3.8836
H49 -8.5287 -0.0513 -2.2461
H50 -8.1219 -1.7499 -2.5110
H51 -5.7931 1.3392 -4.5696
H52 -4.8230 1.7926 -3.1630
H53 -6.5648 2.0898 -3.1680
H54 -6.5157 -3.6067 -1.4178
H55 -6.5062 -4.6082 0.0384
H56 -4.9850 -3.9996 -0.6355
H57 -8.6343 -1.8333 0.2421
H58 -8.1598 -1.2307 1.8340
H59 -8.3637 -2.9640 1.5681
H60 -4.1917 -2.0251 2.1421
H61 -5.0385 -3.5496 2.4239
H62 -5.6882 -2.0435 3.0840
H63 -5.0984 1.0876 2.6748
H64 -6.7970 0.6453 2.8854
H65 -6.3106 2.3421 2.9708
H66 -4.4620 3.0520 -0.0158
H67 -5.7720 3.9783 0.7369
H68 -5.9015 3.4734 -0.9532
H69 -8.7749 0.8109 0.4268
H70 -8.3943 2.0210 -0.8037
H71 -8.6684 2.5170 0.8660
C45 -0.0409 -5.2720 -5.1608
C46 1.2835 -4.5144 -5.1532
C47 2.0685 -4.7863 -3.8749
C48 1.0738 -3.0148 -5.3752
N7 0.2276 -2.4057 -4.3626
C49 0.4919 -2.0244 -3.1086
N8 -0.6041 -1.5695 -2.5639
N9 -1.5500 -1.6708 -3.5144
N10 -1.0740 -2.1809 -4.5886
H72 0.1246 -6.3381 -5.0053
H73 -0.5758 -5.1373 -6.1021
H74 -0.6902 -4.9194 -4.3552
H75 1.8887 -4.8435 -6.0049
H76 1.4955 -4.5138 -2.9869
H77 3.0142 -4.2365 -3.8589
H78 2.2995 -5.8485 -3.7867
H79 0.5798 -2.8194 -6.3261
H80 2.0302 -2.4882 -5.3736
H81 1.4450 -2.1241 -2.6181

Mulliken atomic charge list, values in e, 8 entries:
1. Cr -0.025
2. C -1.927
3. C 0.285
4. C -0.742
5. C 0.222
6. N -0.381
7. N 0.304
8. B -0.539